A molecular structure, C28H53N2O4PReS2Si3, computed with wB97M-V/def2-TZVPD.

Properties
⟨S²⟩ = 0.76
E_tot = -97775.264 eV

```
! RIJCOSX wB97M-V def2-TZVPD def2/J DEFGRID3
* xyz 2 2
Re -0.23 -0.53 0.43
C -0.46 -0.23 3.94
O 0.17 -0.34 2.64
Si 1.87 -0.59 2.56
C 2.71 0.57 3.75
C 2.19 -2.35 3.06
C 1.83 -0.19 0.73
Si 2.69 1.54 0.32
C 2.20 2.95 1.48
C 4.55 1.53 0.46
C 2.31 2.04 -1.47
Si 2.97 -1.50 -0.22
C 2.29 -3.25 -0.24
C 3.29 -0.99 -1.99
C 4.60 -1.59 0.71
H 0.09 0.50 4.53
H -0.43 -1.20 4.45
H -1.48 0.11 3.84
H 2.73 0.12 4.74
H 2.21 1.54 3.82
H 3.75 0.75 3.47
H 2.11 -2.43 4.15
H 3.19 -2.69 2.79
H 1.47 -3.04 2.62
H 2.93 3.01 2.29
H 1.22 3.01 1.94
H 2.33 3.86 0.88
H 4.94 1.15 1.41
H 4.84 2.59 0.40
H 5.06 1.02 -0.35
H 1.77 1.29 -2.06
H 3.25 2.21 -1.98
H 1.76 2.99 -1.53
H 1.26 -3.30 0.08
H 2.87 -3.89 0.43
H 2.37 -3.68 -1.24
H 2.39 -0.91 -2.60
H 3.92 -1.77 -2.43
H 3.84 -0.05 -2.08
H 4.59 -1.21 1.74
H 5.40 -1.06 0.18
H 4.89 -2.64 0.76
N -0.29 1.62 0.23
C -1.51 2.37 -0.10
C -1.80 3.50 0.65
C -3.06 4.07 0.53
C -3.99 3.51 -0.33
C -3.59 2.52 -1.23
C -2.35 1.94 -1.11
S -5.76 3.74 -0.12
O -5.86 4.77 0.88
O -6.08 2.39 0.34
O -6.24 4.06 -1.44
H 0.40 1.87 -0.47
H 0.05 2.01 1.10
H -1.10 3.87 1.39
H -3.38 4.88 1.17
H -4.32 2.15 -1.94
H -2.09 1.10 -1.75
N -0.28 -0.56 -1.55
C -0.26 -0.52 -2.71
C -0.23 -0.40 -4.11
C -0.05 -1.53 -4.92
C -0.03 -1.37 -6.29
C -0.21 -0.10 -6.83
C -0.39 1.02 -6.03
C -0.40 0.88 -4.66
H 0.09 -2.51 -4.47
H 0.11 -2.22 -6.93
H -0.21 0.01 -7.91
H -0.54 1.99 -6.48
H -0.56 1.74 -4.01
C -3.90 -0.70 0.15
P -2.64 -0.34 1.40
C -2.92 -1.68 2.62
C -3.28 1.16 2.18
H -4.83 -0.85 0.70
H -3.68 -1.61 -0.41
H -4.04 0.15 -0.52
H -3.63 -1.32 3.37
H -2.02 -2.00 3.13
H -3.37 -2.53 2.12
H -4.09 0.85 2.84
H -3.70 1.80 1.41
H -2.54 1.72 2.75
C -0.85 -4.04 1.51
S -1.15 -2.78 0.24
C -0.83 -3.66 -1.29
H 0.10 -4.53 1.34
H -1.67 -4.76 1.46
H -0.86 -3.55 2.48
H -1.26 -4.65 -1.19
H 0.23 -3.73 -1.51
H -1.37 -3.14 -2.09
*
```